a:
{"formula": "BrH2NOS2", "method": "ωB97M-V with the def2-TZVPD basis set", "elements": ["N", "O", "S", "S", "Br", "H", "H"], "xyz": [[0.6776, 0.6548, 0.3702], [0.1687, -1.7344, -0.1023], [-1.8464, 0.2565, 0.6084], [-0.1612, -0.3847, -0.3274], [2.5044, 0.6380, -0.0246], [-1.0226, 1.0300, 1.3358], [-0.3206, -0.4601, -1.8601]], "mulliken_charge": [-0.42, -0.50, -0.22, 0.69, -0.07, 0.30, 0.21], "total_charge": 0, "e_homo_ev": -9.5555, "homo_lumo_gap_ev": 9.19}

=====

b:
{"formula": "BrH2NOS2", "method": "ωB97M-V with the def2-TZVPD basis set", "elements": ["N", "O", "S", "S", "Br", "H", "H"], "xyz": [[-0.4386, -0.1611, 0.9731], [-0.1927, -0.8511, -1.5864], [0.1848, 1.9441, -0.4739], [0.2007, -0.0846, -0.4343], [-0.5903, -1.9888, 1.4984], [-0.7083, 1.5582, 0.4620], [1.5444, -0.4166, -0.4389]], "mulliken_charge": [-0.41, -0.50, -0.19, 0.66, -0.08, 0.33, 0.20], "total_charge": 0, "e_homo_ev": -9.7019, "homo_lumo_gap_ev": 9.44}

=====

Energy comparison, zero being the most stable, in hartree: a 0.0140; b 0.0000.